# C25H38N4O3

An isolated molecule of C25H38N4O3 (ωB97M-V/def2-TZVPD, the Open Molecules 2025 dataset).

SMILES string	CNCCN(C)Cc1c[nH]nc1-c1ccc(O[C@H]2C[C@H](OCCC3CCOCC3)C2)cc1
ΔE to the lowest compared entry with this formula, charge and spin	229.5	kJ/mol

Element x y z (Å)
C (2.260, 2.410, -1.264)
N (3.592, 1.907, -1.525)
C (4.481, 2.064, -0.389)
C (5.870, 1.508, -0.741)
N (6.841, 1.447, 0.335)
C (7.128, 2.735, 0.926)
C (6.550, 0.441, 1.352)
C (6.539, -0.927, 0.754)
C (7.641, -1.671, 0.396)
N (7.184, -2.788, -0.203)
N (5.857, -2.817, -0.269)
C (5.436, -1.701, 0.309)
C (4.013, -1.379, 0.389)
C (3.213, -1.496, -0.742)
C (1.872, -1.158, -0.711)
C (1.302, -0.692, 0.469)
O (0.002, -0.303, 0.609)
C (-0.830, -0.307, -0.524)
C (-2.265, 0.080, -0.132)
C (-2.737, -1.360, -0.450)
O (-3.715, -1.506, -1.445)
C (-5.048, -1.536, -0.989)
C (-5.563, -0.175, -0.510)
C (-7.074, -0.157, -0.268)
C (-7.561, 1.274, -0.018)
C (-9.062, 1.273, 0.277)
O (-9.380, 0.461, 1.383)
C (-8.994, -0.876, 1.172)
C (-7.489, -1.012, 0.932)
C (-1.329, -1.698, -0.971)
C (2.092, -0.604, 1.616)
C (3.427, -0.943, 1.576)
H (1.638, 2.233, -2.141)
H (1.780, 1.948, -0.388)
H (2.319, 3.485, -1.093)
H (3.538, 0.919, -1.762)
H (4.089, 1.559, 0.511)
H (4.550, 3.135, -0.172)
H (6.298, 2.122, -1.538)
H (5.750, 0.495, -1.133)
H (6.316, 3.116, 1.565)
H (8.030, 2.651, 1.534)
H (7.313, 3.455, 0.131)
H (5.600, 0.641, 1.871)
H (7.355, 0.497, 2.091)
H (8.686, -1.476, 0.525)
H (7.718, -3.557, -0.576)
H (3.655, -1.858, -1.658)
H (1.280, -1.259, -1.608)
H (-0.387, 0.305, -1.318)
H (-2.360, 0.387, 0.906)
H (-2.703, 0.827, -0.787)
H (-3.022, -1.925, 0.447)
H (-5.148, -2.283, -0.188)
H (-5.630, -1.867, -1.853)
H (-5.044, 0.109, 0.407)
H (-5.320, 0.563, -1.277)
H (-7.577, -0.544, -1.163)
H (-7.363, 1.905, -0.885)
H (-7.032, 1.691, 0.842)
H (-9.411, 2.275, 0.534)
H (-9.610, 0.922, -0.613)
H (-9.296, -1.417, 2.071)
H (-9.541, -1.289, 0.308)
H (-7.251, -2.063, 0.765)
H (-6.956, -0.670, 1.822)
H (-1.325, -1.842, -2.048)
H (-0.840, -2.536, -0.480)
H (1.631, -0.262, 2.530)
H (4.018, -0.889, 2.479)

These are the natural (NBO) partial charges, in e, on atoms 1 to 6: -0.41, -0.62, -0.25, -0.22, -0.44, -0.41

***

# C29H36N4SiSr

A structure of composition C29H36N4SiSr at a distorted geometry (ωB97M-V/def2-TZVPD, the Open Molecules 2025 dataset).

ΔE to the lowest compared entry with this formula, charge and spin	146.2	kJ/mol

Element x y z (Å)
Sr (0.386, 0.093, -0.226)
C (-0.445, 2.257, 2.214)
N (-0.976, 1.748, 0.952)
C (-1.656, 0.454, 1.177)
C (-2.416, -0.131, -0.012)
C (-3.761, -0.424, 0.170)
C (-4.475, -1.009, -0.866)
C (-3.824, -1.278, -2.054)
C (-2.481, -0.948, -2.152)
N (-1.798, -0.388, -1.167)
C (-1.811, 2.719, 0.261)
C (-1.659, 2.683, -1.246)
C (-2.682, 3.160, -2.057)
C (-2.501, 3.146, -3.431)
C (-1.312, 2.655, -3.949)
C (-0.347, 2.190, -3.065)
N (-0.521, 2.209, -1.750)
C (0.581, 1.355, 2.855)
C (0.504, 1.043, 4.204)
C (1.497, 0.246, 4.757)
C (2.508, -0.228, 3.938)
C (2.484, 0.111, 2.592)
N (1.554, 0.899, 2.065)
H (-1.269, 2.454, 2.919)
H (0.039, 3.211, 1.992)
H (-2.392, 0.548, 1.987)
H (-0.927, -0.298, 1.523)
H (-4.236, -0.212, 1.118)
H (-5.522, -1.253, -0.741)
H (-4.332, -1.738, -2.889)
H (-1.920, -1.141, -3.060)
H (-1.498, 3.712, 0.597)
H (-2.873, 2.618, 0.531)
H (-3.603, 3.525, -1.621)
H (-3.282, 3.507, -4.088)
H (-1.132, 2.623, -5.014)
H (0.600, 1.773, -3.396)
H (-0.318, 1.411, 4.806)
H (1.468, -0.017, 5.806)
H (3.288, -0.870, 4.319)
H (3.225, -0.271, 1.900)
C (-0.217, -3.129, 4.753)
Si (-1.043, -3.419, 3.069)
C (-1.303, -5.271, 2.813)
C (-2.744, -2.565, 3.101)
C (-0.039, -2.697, 1.716)
C (0.643, -2.241, 0.798)
H (-0.724, -3.674, 5.551)
H (-0.231, -2.068, 5.009)
H (0.825, -3.450, 4.731)
H (-1.856, -5.719, 3.640)
H (-0.344, -5.782, 2.729)
H (-1.858, -5.459, 1.893)
H (-3.404, -3.008, 3.851)
H (-3.235, -2.650, 2.131)
H (-2.640, -1.506, 3.342)
C (5.234, 1.742, -3.307)
C (4.250, 0.665, -3.785)
C (5.017, -0.638, -4.048)
C (3.591, 1.135, -5.089)
C (3.221, 0.440, -2.760)
C (2.369, 0.258, -1.906)
H (6.004, 1.916, -4.062)
H (5.716, 1.430, -2.381)
H (4.710, 2.679, -3.117)
H (5.786, -0.481, -4.809)
H (4.337, -1.418, -4.391)
H (5.495, -0.988, -3.134)
H (4.346, 1.297, -5.862)
H (3.053, 2.070, -4.929)
H (2.881, 0.388, -5.447)

These are the Löwdin partial charges, in e, on atoms 1 to 6: 1.25, -0.13, -0.28, -0.23, -0.28, -0.01

***

# C56H54F12O5S2Si

A cluster of 9 separate species, C56H54F12O5S2Si in total at a distorted geometry (ωB97M-V/def2-TZVPD, the Open Molecules 2025 dataset).

Element x y z (Å)
C (0.721, -2.830, 4.440)
Si (0.693, -0.980, 3.907)
C (-1.176, -0.591, 3.444)
C (1.162, 0.221, 5.337)
C (1.688, -0.631, 2.249)
F (1.722, 0.864, 2.137)
C (3.222, -1.174, 2.443)
C (3.431, -2.755, 2.066)
C (3.428, -3.048, 0.441)
S (2.228, -4.378, -0.106)
O (2.825, -5.740, 0.424)
O (0.816, -4.278, 0.595)
C (2.073, -4.585, -1.967)
F (2.238, -3.339, -2.749)
F (3.058, -5.595, -2.448)
F (0.710, -5.176, -2.215)
O (3.314, -1.766, -0.268)
S (1.687, -1.213, -0.331)
O (1.835, 0.290, -0.793)
O (0.917, -1.295, 1.188)
H (0.493, -3.523, 3.523)
H (1.751, -3.159, 4.908)
H (-0.107, -3.006, 5.248)
H (-1.841, -1.286, 4.142)
H (-1.443, 0.533, 3.718)
H (-1.415, -0.852, 2.311)
H (0.508, -0.106, 6.279)
H (2.299, 0.107, 5.656)
H (0.881, 1.335, 5.112)
H (3.488, -1.069, 3.602)
H (3.993, -0.458, 1.891)
H (2.663, -3.492, 2.551)
H (4.501, -3.063, 2.495)
H (4.519, -3.465, 0.195)
F (-3.759, 0.015, 3.285)
C (-4.786, -0.155, 2.442)
C (-4.711, 0.371, 1.156)
C (-5.778, 0.190, 0.277)
C (-6.914, -0.506, 0.696)
C (-6.982, -1.026, 1.989)
C (-5.911, -0.854, 2.865)
H (-3.823, 0.916, 0.851)
H (-5.725, 0.591, -0.733)
H (-7.748, -0.643, 0.011)
H (-7.869, -1.564, 2.315)
H (-5.943, -1.259, 3.871)
F (1.308, 4.259, 6.201)
C (0.800, 4.753, 5.064)
C (-0.489, 5.275, 5.061)
C (-1.016, 5.795, 3.879)
C (-0.252, 5.777, 2.709)
C (1.039, 5.246, 2.722)
C (1.570, 4.737, 3.907)
H (-1.071, 5.273, 5.977)
H (-2.020, 6.212, 3.867)
H (-0.665, 6.178, 1.786)
H (1.630, 5.229, 1.810)
H (2.575, 4.328, 3.936)
F (-4.592, 2.354, -1.118)
C (-4.600, 2.431, -2.456)
C (-5.387, 3.391, -3.081)
C (-5.392, 3.475, -4.474)
C (-4.617, 2.589, -5.226)
C (-3.833, 1.625, -4.589)
C (-3.821, 1.549, -3.196)
H (-5.990, 4.065, -2.481)
H (-5.998, 4.227, -4.972)
H (-4.624, 2.652, -6.312)
H (-3.234, 0.934, -5.176)
H (-3.211, 0.812, -2.684)
F (-7.354, 5.759, -5.452)
C (-7.825, 6.439, -4.398)
C (-7.069, 7.475, -3.860)
C (-7.561, 8.187, -2.766)
C (-8.799, 7.848, -2.215)
C (-9.548, 6.804, -2.760)
C (-9.061, 6.099, -3.861)
H (-6.106, 7.718, -4.296)
H (-6.981, 9.003, -2.342)
H (-9.180, 8.401, -1.359)
H (-10.510, 6.539, -2.327)
H (-9.634, 5.290, -4.302)
F (3.680, -1.501, 7.002)
C (3.923, -0.692, 8.043)
C (5.223, -0.265, 8.289)
C (5.476, 0.580, 9.369)
C (4.425, 0.981, 10.199)
C (3.124, 0.542, 9.947)
C (2.871, -0.294, 8.860)
H (6.028, -0.593, 7.638)
H (6.487, 0.926, 9.565)
H (4.623, 1.637, 11.044)
H (2.309, 0.852, 10.596)
H (1.864, -0.637, 8.644)
F (1.071, -11.517, -5.151)
C (1.270, -10.254, -4.750)
C (0.567, -9.222, -5.363)
C (0.770, -7.908, -4.942)
C (1.683, -7.639, -3.919)
C (2.387, -8.680, -3.314)
C (2.175, -9.995, -3.727)
H (-0.132, -9.450, -6.161)
H (0.220, -7.095, -5.410)
H (1.844, -6.613, -3.595)
H (3.100, -8.468, -2.521)
H (2.708, -10.818, -3.261)
F (4.297, -3.711, -9.572)
C (3.624, -3.491, -8.435)
C (3.669, -4.439, -7.419)
C (2.973, -4.208, -6.232)
C (2.229, -3.035, -6.080)
C (2.186, -2.092, -7.108)
C (2.892, -2.318, -8.289)
H (4.245, -5.347, -7.558)
H (3.008, -4.939, -5.429)
H (1.682, -2.857, -5.156)
H (1.603, -1.181, -6.988)
H (2.876, -1.591, -9.095)
F (5.891, 4.003, 0.889)
C (5.515, 3.672, -0.354)
C (4.297, 3.033, -0.553)
C (3.902, 2.692, -1.847)
C (4.737, 2.986, -2.927)
C (5.961, 3.623, -2.717)
C (6.350, 3.974, -1.424)
H (3.665, 2.805, 0.300)
H (2.948, 2.199, -2.013)
H (4.432, 2.716, -3.936)
H (6.611, 3.847, -3.560)
H (7.294, 4.477, -1.244)

These are the Löwdin partial charges, in e, on atoms 1 to 6: -0.21, 0.59, -0.21, -0.20, -0.45, -0.08

***

# C3H9N3O2

A cluster of 2 separate species, C3H9N3O2 in total at a distorted geometry (ωB97M-V/def2-TZVPD, the Open Molecules 2025 dataset).

ΔE to the lowest compared entry with this formula, charge and spin	692.3	kJ/mol

Element x y z (Å)
C (1.380, 1.133, -0.898)
C (-1.202, -0.958, -1.058)
N (-0.619, -0.654, 0.237)
N (1.683, 1.555, 1.354)
N (0.064, -1.664, 0.936)
C (-1.061, 0.402, 0.980)
O (2.039, 1.043, 0.196)
O (-1.661, 1.348, 0.512)
H (0.936, 2.258, 1.226)
H (-0.194, -2.597, 0.624)
H (1.062, -1.564, 0.792)
H (0.574, 1.849, -1.015)
H (1.798, 0.623, -1.749)
H (-0.768, 0.313, 2.033)
H (-1.869, -0.153, -1.341)
H (-0.408, -1.041, -1.809)
H (-1.754, -1.892, -1.021)

These are the natural (NBO) partial charges, in e, on atoms 1 to 6: -0.03, -0.43, -0.30, -0.39, -0.65, 0.52

***

# C4H12NSe

A cluster of 2 separate species, C4H12NSe in total at a distorted geometry (ωB97M-V/def2-TZVPD, the Open Molecules 2025 dataset).

ΔE to the lowest compared entry with this formula, charge and spin	352.2	kJ/mol
charge	+1

Element x y z (Å)
C (2.333, 0.137, -1.098)
C (1.216, 0.179, 1.016)
C (-3.500, 0.049, -1.341)
C (0.481, 1.464, -0.818)
N (1.032, 0.181, -0.422)
Se (-2.586, 0.027, 0.279)
H (2.887, -0.878, -0.969)
H (2.263, 0.357, -2.137)
H (3.072, 0.791, -0.703)
H (1.928, -0.549, 1.409)
H (1.759, 1.153, 1.231)
H (0.297, 0.066, 1.587)
H (-4.033, 1.088, -1.649)
H (-2.870, -0.170, -2.151)
H (-4.413, -0.714, -1.312)
H (0.342, 1.569, -1.898)
H (1.054, 2.374, -0.456)
H (0.282, -0.469, -0.651)

These are the natural (NBO) partial charges, in e, on atoms 1 to 6: -0.44, -0.43, -0.93, -0.29, -0.42, 0.38

***

# C12H19N2

A cluster of 2 separate species, C12H19N2 in total at a distorted geometry (ωB97M-V/def2-TZVPD, the Open Molecules 2025 dataset).

ΔE to the lowest compared entry with this formula, charge and spin	635.3	kJ/mol
charge	+1

Element x y z (Å)
C (-3.554, -1.627, 2.482)
C (-2.383, -1.155, 2.968)
C (-3.666, -1.885, 1.115)
C (-1.251, -0.874, 2.158)
C (-2.541, -1.692, 0.311)
C (-1.399, -1.142, 0.844)
C (0.228, 2.729, 1.145)
C (-0.959, 2.589, 1.258)
C (0.396, 1.913, -1.801)
C (2.818, -0.875, -0.619)
C (-0.215, -1.005, -0.146)
C (1.553, 0.874, -1.852)
N (0.890, 0.011, 0.296)
N (1.973, 0.288, -0.609)
H (-4.501, -1.719, 2.979)
H (-2.277, -0.925, 4.010)
H (-4.641, -2.162, 0.912)
H (-0.336, -0.432, 2.515)
H (-2.680, -1.843, -0.809)
H (1.257, 2.793, 0.885)
H (0.320, 0.915, 0.678)
H (-1.945, 2.497, 1.397)
H (0.616, 2.647, -1.017)
H (0.282, 2.233, -2.717)
H (-0.524, 1.460, -1.517)
H (3.599, -0.792, -1.290)
H (3.112, -1.139, 0.450)
H (2.415, -1.880, -0.822)
H (0.257, -1.992, -0.235)
H (-0.507, -0.598, -1.119)
H (2.428, 1.481, -2.235)
H (1.334, 0.215, -2.755)
H (1.141, -0.127, 1.238)

These are the natural (NBO) partial charges, in e, on atoms 1 to 6: -0.21, -0.16, -0.16, -0.24, -0.21, -0.07

***

# C29H51Cl4NO5P

A cluster of 2 separate species, C29H51Cl4NO5P in total at a distorted geometry (ωB97M-V/def2-TZVPD, the Open Molecules 2025 dataset).

charge	+1

Element x y z (Å)
C (6.812, 0.440, 1.675)
O (6.456, -0.986, 1.838)
C (6.282, -1.661, 0.540)
C (5.196, -2.921, 0.694)
C (4.547, -3.281, -0.768)
C (3.348, -4.441, -0.695)
C (1.935, -3.669, -0.371)
C (0.588, -4.606, -0.568)
C (-0.767, -3.651, -0.746)
C (-1.017, -3.180, -2.297)
C (-2.405, -2.277, -2.502)
C (-1.908, -0.742, -2.793)
C (-3.116, 0.389, -2.728)
C (-2.744, 1.516, -1.601)
N (-3.359, 1.302, -0.237)
C (-3.640, -0.183, 0.077)
C (-4.051, -0.435, 1.657)
O (-4.654, 0.817, 2.138)
C (-3.586, 1.823, 2.239)
P (-2.662, 1.830, 3.926)
O (-3.882, 1.851, 5.190)
O (-1.567, 0.486, 4.088)
C (-2.547, 1.819, 0.928)
C (-2.010, 3.358, 0.790)
O (-0.814, 3.550, -0.034)
C (0.331, 2.748, 0.412)
C (0.665, 2.258, 1.939)
C (2.030, 1.326, 2.194)
C (2.412, 0.745, 3.716)
C (3.086, 0.904, 0.999)
C (2.781, 1.437, -0.521)
C (1.422, 2.317, -0.780)
C (1.159, 2.834, -2.341)
C (0.708, 1.639, -3.367)
C (2.528, 3.629, -2.879)
H (6.417, 1.091, 2.583)
H (7.993, 0.558, 1.549)
H (6.319, 0.912, 0.703)
H (5.872, -0.965, -0.315)
H (7.328, -2.124, 0.250)
H (5.725, -3.840, 1.229)
H (4.309, -2.586, 1.407)
H (4.021, -2.309, -1.185)
H (5.430, -3.589, -1.484)
H (3.309, -4.912, -1.769)
H (3.640, -5.273, 0.090)
H (1.814, -2.771, -1.145)
H (2.026, -3.253, 0.742)
H (0.471, -5.209, 0.456)
H (0.691, -5.421, -1.405)
H (-1.709, -4.237, -0.370)
H (-0.539, -2.675, -0.103)
H (-0.980, -4.107, -3.012)
H (-0.107, -2.487, -2.591)
H (-2.931, -2.739, -3.456)
H (-3.041, -2.421, -1.531)
H (-1.063, -0.508, -1.986)
H (-1.378, -0.701, -3.836)
H (-3.075, 0.948, -3.783)
H (-4.192, -0.064, -2.652)
H (-3.100, 2.566, -1.996)
H (-1.552, 1.576, -1.572)
H (-4.310, 1.779, -0.263)
H (-2.651, -0.822, -0.100)
H (-4.560, -0.601, -0.558)
H (-3.089, -0.656, 2.303)
H (-4.879, -1.287, 1.758)
H (-4.130, 2.884, 2.174)
H (-3.449, 1.484, 6.027)
H (-1.088, 0.442, 3.198)
H (-1.724, 1.018, 1.160)
H (-2.894, 4.033, 0.409)
H (-1.731, 3.749, 1.883)
H (-0.065, 2.534, 2.813)
H (1.955, 1.418, 4.557)
H (3.566, 0.555, 3.817)
H (1.895, -0.326, 3.765)
H (4.059, 0.253, 1.156)
H (3.485, 1.207, -1.455)
H (0.301, 3.660, -2.392)
H (-0.303, 1.939, -3.927)
H (1.599, 1.479, -4.139)
H (0.619, 0.643, -2.759)
H (2.218, 4.459, -3.675)
H (3.261, 2.843, -3.352)
H (3.055, 4.238, -2.000)
C (-8.079, 2.127, 0.993)
Cl (-8.291, 2.968, 2.550)
Cl (-8.094, 0.366, 1.262)
Cl (-9.409, 2.571, -0.107)
Cl (-6.524, 2.604, 0.267)

These are the Löwdin partial charges, in e, on atoms 1 to 6: -0.14, -0.27, -0.22, -0.18, -0.22, -0.21

***

# C2H27HgO12

A structure of composition C2H27HgO12 at a distorted geometry (ωB97M-V/def2-TZVPD, the Open Molecules 2025 dataset).

ΔE to the lowest compared entry with this formula, charge and spin	265.7	kJ/mol
charge	+1

Element x y z (Å)
Hg (-15.710, 7.345, 1.960)
C (-18.427, 6.337, -1.544)
C (-17.942, 7.127, -0.442)
O (-17.251, 6.318, 0.451)
H (-18.950, 5.409, -1.139)
H (-17.608, 5.965, -2.186)
H (-19.106, 7.037, -2.055)
H (-18.787, 7.527, 0.107)
H (-17.491, 7.963, -0.834)
O (-18.654, 5.788, -4.592)
H (-19.004, 6.040, -3.727)
H (-18.107, 6.433, -4.908)
O (-16.712, 10.408, -1.150)
H (-17.603, 10.289, -1.324)
H (-16.574, 9.964, -0.300)
O (-15.477, 5.324, -1.254)
H (-16.294, 5.539, -0.795)
H (-14.831, 5.076, -0.581)
O (-19.539, 4.743, 1.392)
H (-19.483, 3.935, 0.879)
H (-19.295, 5.422, 0.752)
O (-16.290, 5.382, 2.957)
H (-16.756, 4.671, 2.534)
H (-16.707, 5.142, 3.779)
O (-19.070, 2.614, -0.392)
H (-19.336, 1.990, 0.301)
H (-18.211, 2.549, -0.123)
O (-15.779, 7.998, -3.324)
H (-15.356, 8.838, -3.239)
H (-16.304, 7.832, -2.567)
O (-17.970, 7.619, 2.883)
H (-18.137, 8.562, 2.824)
H (-18.492, 7.258, 2.175)
O (-16.831, 3.155, -2.729)
H (-17.754, 3.157, -2.907)
H (-16.729, 4.026, -2.478)
O (-14.459, 7.610, -0.489)
H (-14.733, 6.786, -0.859)
H (-13.934, 8.015, -1.184)
O (-16.605, 3.427, 0.756)
H (-15.917, 2.898, 0.320)
H (-16.545, 4.245, 0.249)

These are the natural (NBO) partial charges, in e, on atoms 1 to 6: 1.57, -0.67, -0.11, -0.91, 0.23, 0.22

***

| no. | E_tot (eV) |
| --- | --- |
| 1 | -38642.7740 |
| 2 | -45329.1783 |
| 3 | -131334.6368 |
| 4 | -11816.8844 |
| 5 | -71166.7519 |
| 6 | -15720.5838 |
| 7 | -101981.3214 |
| 8 | -31246.0323 |